DFT (the ωB97M-V functional and the def2-TZVPD basis) results for a molecular structure, C50H53BeF3GeN2O2P2Si2.

```
116
C50H53BeF3GeN2O2P2Si2, DFT the ωB97M-V functional and the def2-TZVPD basis
Be 0.246 -1.460 0.150
C 4.737 -0.578 -0.555
Si 3.269 -0.872 0.609
C 3.313 -2.728 1.070
C 3.825 0.161 2.109
N 1.803 -0.510 -0.178
P 1.484 0.458 -1.509
C 0.172 1.480 -1.296
P -1.382 0.778 -0.853
N -1.140 -0.856 -0.723
Si -2.572 -1.842 -0.908
C -2.818 -3.181 0.402
C -4.267 -0.968 -0.978
C -2.416 -2.810 -2.528
C 0.066 2.973 -1.527
C 0.401 3.639 -2.707
C -0.080 4.924 -2.964
C -0.859 5.573 -2.060
C -1.126 4.924 -0.836
C -0.644 3.675 -0.567
C -2.416 1.166 -2.435
C -2.136 0.589 -3.697
C -2.727 0.976 -4.864
C -3.627 2.013 -4.797
C -3.998 2.612 -3.571
C -3.386 2.155 -2.382
C 2.867 1.554 -1.890
C 3.602 1.507 -3.046
C 4.599 2.429 -3.270
C 5.018 3.375 -2.313
C 4.313 3.386 -1.139
C 3.239 2.518 -0.956
C 1.375 -0.670 -2.915
C 0.946 -0.161 -4.140
C 0.908 -0.988 -5.305
C 1.078 -2.335 -5.123
C 1.404 -2.873 -3.860
C 1.641 -2.027 -2.784
H 5.657 -0.881 -0.093
H 4.836 0.495 -0.745
H 4.671 -1.079 -1.522
H 4.194 -2.963 1.732
H 3.422 -3.351 0.132
H 2.348 -3.043 1.497
H 4.889 -0.078 2.293
H 3.238 -0.115 2.977
H 3.735 1.202 1.925
H -3.707 -2.879 0.949
H -1.995 -3.463 1.118
H -3.135 -4.088 -0.182
H -4.478 -0.127 -0.279
H -4.949 -1.791 -0.696
H -4.538 -0.656 -1.966
H -1.381 -3.157 -2.566
H -2.567 -2.374 -3.465
H -3.069 -3.670 -2.531
H 1.028 3.176 -3.456
H 0.158 5.444 -3.853
H -1.289 6.587 -2.209
H -1.635 5.343 -0.001
H -0.938 3.250 0.332
H -1.450 -0.234 -3.761
H -2.448 0.460 -5.791
H -4.105 2.407 -5.727
H -4.772 3.339 -3.506
H -3.716 2.583 -1.456
H 3.438 0.708 -3.749
H 5.200 2.283 -4.161
H 5.817 4.090 -2.540
H 4.535 3.990 -0.267
H 2.599 2.656 -0.086
H 0.718 0.917 -4.207
H 0.723 -0.557 -6.262
H 0.930 -3.001 -5.982
H 1.484 -3.948 -3.682
H 1.991 -2.419 -1.856
F 0.682 -5.099 -1.871
C 0.583 -5.433 -0.596
F 1.735 -6.084 -0.241
F -0.378 -6.386 -0.501
C 0.343 -4.174 0.324
O 0.253 -4.329 1.507
O 0.299 -3.092 -0.343
C 0.901 -2.202 3.963
Ge -0.192 -1.206 2.560
C -1.983 -1.658 3.165
C -2.888 -0.648 3.015
C -4.211 -0.776 3.444
C -4.641 -2.010 3.939
C -3.742 -3.063 4.066
C -2.416 -2.872 3.725
C 0.032 0.687 3.112
C 0.576 1.561 2.185
C 0.956 2.928 2.505
C 0.749 3.326 3.800
C 0.156 2.458 4.808
C 0.042 2.880 6.168
C -0.480 2.041 7.132
C -0.839 0.731 6.799
C -0.689 0.328 5.520
C -0.147 1.144 4.445
H 1.498 -1.534 4.617
H 1.542 -2.894 3.406
H 0.282 -2.865 4.591
H -2.600 0.290 2.514
H -4.903 0.075 3.405
H -5.638 -2.079 4.254
H -4.101 -4.058 4.381
H -1.708 -3.702 3.752
H 0.744 1.209 1.174
H 1.399 3.486 1.738
H 1.003 4.358 4.177
H 0.377 3.863 6.370
H -0.627 2.400 8.143
H -1.177 0.041 7.528
H -0.940 -0.707 5.300
```

2S+1 = 2
expectation value of S² = 0.757
charge = -1
HOMO energy (spin up / spin down) = -4.296 / -4.237 eV



DFT (the ωB97M-V functional and the def2-TZVPD basis) results for a single C6H14N2 molecule.

```
22
C6H14N2, DFT the ωB97M-V functional and the def2-TZVPD basis
N 0.169 -2.083 -2.861
C -0.410 -1.702 -1.483
C -0.146 -0.298 -1.109
N -0.741 0.144 0.159
C -0.895 1.605 0.492
C 0.263 1.978 1.443
C 0.814 0.605 1.866
C 0.035 -0.512 1.213
H 0.434 -3.061 -2.691
H 1.013 -1.466 -2.963
H -1.506 -1.825 -1.317
H -0.051 -2.144 -0.497
H 0.972 -0.009 -1.423
H -0.716 0.499 -1.813
H -0.939 2.265 -0.542
H -1.854 1.711 0.943
H 0.956 2.684 1.085
H -0.182 2.630 2.284
H 0.878 0.651 2.992
H 1.926 0.572 1.609
H 0.787 -1.239 0.794
H -0.807 -1.006 1.817
```

HOMO energy = -8.542 eV
energy relative to the best compared isomer or geometry (same formula, charge and spin) = 286.66 kJ/mol



DFT (the ωB97M-V functional and the def2-TZVPD basis) results for 2 unconnected molecules or ions with the total composition C7H13F3N2OSi.

```
27
C7H13F3N2OSi, DFT the ωB97M-V functional and the def2-TZVPD basis
C 0.088 -0.463 0.909
C -0.092 0.256 -0.258
C 0.653 -0.153 3.367
C 1.249 -2.784 -0.990
C -0.439 -0.349 2.307
C -0.686 1.555 -0.656
C 0.341 2.338 -1.454
N -3.217 -0.063 -2.018
N -2.316 0.618 -2.328
O 2.845 -0.572 -0.540
F 1.327 2.886 -0.698
F -0.141 3.410 -2.155
F 1.005 1.667 -2.398
Si 1.336 -1.006 -0.364
H -3.128 -0.957 -1.519
H 1.329 -1.025 3.248
H 0.133 -0.182 4.360
H 1.299 0.675 3.129
H 0.244 -3.167 -1.183
H 1.918 -2.855 -1.896
H 1.728 -3.462 -0.309
H -0.873 0.675 2.399
H -1.066 -1.192 2.594
H -0.767 2.269 0.207
H -1.602 1.465 -1.237
H -4.231 0.002 -2.221
H 3.062 0.413 -0.294
```

HOMO energy = -8.519 eV
energy relative to the best compared isomer or geometry (same formula, charge and spin) = 111.34 kJ/mol



DFT (the ωB97M-V functional and the def2-TZVPD basis) results for a single C3H7NOS molecule.

```
13
C3H7NOS, DFT the ωB97M-V functional and the def2-TZVPD basis
C -2.177 0.066 -0.143
C -0.722 0.280 0.284
S 0.158 -1.171 -0.458
C 1.802 -1.141 0.156
N 2.595 -0.116 0.111
O 1.941 0.867 -0.553
H -2.705 0.994 -0.130
H -2.076 -0.212 -1.217
H -2.722 -0.676 0.480
H -0.235 1.196 -0.147
H -0.515 0.335 1.364
H 2.238 -2.101 0.541
H 2.418 1.678 -0.288
```

HOMO energy = -8.752 eV
energy relative to the best compared isomer or geometry (same formula, charge and spin) = 276.03 kJ/mol



DFT (the ωB97M-V functional and the def2-TZVPD basis) results for 7 unconnected molecules or ions with the total composition C28H56O7.

```
91
C28H56O7, DFT the ωB97M-V functional and the def2-TZVPD basis
C -0.171 -0.277 0.340
C -0.379 -1.746 0.113
C 0.630 -2.074 -0.952
O 0.645 -0.873 -1.757
C -0.007 0.243 -1.079
H 0.697 -0.167 0.990
H -1.027 0.123 0.884
H -1.385 -1.940 -0.258
H -0.080 -2.287 1.010
H 0.255 -2.926 -1.519
H 1.652 -2.242 -0.612
H -0.967 0.480 -1.537
H 0.694 1.070 -0.960
C -8.520 1.484 -0.529
C -7.300 1.887 -1.345
C -7.011 0.930 -2.404
O -8.098 -0.028 -2.335
C -8.611 -0.014 -0.936
H -9.255 2.228 -0.836
H -8.458 1.801 0.512
H -6.497 2.093 -0.636
H -7.456 2.818 -1.890
H -6.169 0.307 -2.101
H -6.878 1.214 -3.448
H -7.925 -0.655 -0.383
H -9.609 -0.429 -0.798
C -4.429 8.417 3.110
C -5.458 7.286 3.275
C -4.722 6.180 4.081
O -3.336 6.612 4.178
C -3.070 7.765 3.349
H -4.680 9.170 3.858
H -4.474 8.813 2.096
H -5.698 6.785 2.338
H -6.349 7.685 3.760
H -4.842 5.209 3.599
H -5.224 6.072 5.042
H -2.635 7.363 2.434
H -2.342 8.357 3.904
C 10.343 -1.171 -2.168
C 8.866 -1.329 -2.730
C 8.128 -1.024 -1.478
O 8.825 -0.034 -0.772
C 10.232 -0.071 -1.107
H 10.936 -0.781 -2.994
H 10.807 -2.103 -1.845
H 8.741 -2.348 -3.097
H 8.696 -0.557 -3.480
H 8.131 -1.932 -0.876
H 7.126 -0.686 -1.744
H 10.855 -0.145 -0.215
H 10.423 0.839 -1.676
C 2.848 0.247 9.041
C 1.409 0.579 8.614
C 0.685 -0.742 8.676
O 1.689 -1.742 8.945
C 2.675 -1.105 9.806
H 3.146 1.029 9.740
H 3.483 0.167 8.158
H 1.382 1.068 7.640
H 0.958 1.239 9.355
H 0.130 -1.089 7.804
H -0.030 -0.759 9.498
H 3.547 -1.756 9.862
H 2.300 -1.026 10.826
C -3.899 -9.598 1.408
C -3.557 -10.322 0.036
C -2.622 -9.352 -0.766
O -3.141 -8.098 -0.232
C -3.495 -8.090 1.117
H -3.364 -10.014 2.262
H -4.969 -9.703 1.585
H -4.517 -10.552 -0.427
H -3.170 -11.313 0.272
H -2.679 -9.361 -1.855
H -1.598 -9.534 -0.438
H -4.315 -7.372 1.122
H -2.734 -7.767 1.827
C 4.628 2.127 -9.695
C 4.478 3.458 -10.414
C 4.454 4.313 -9.174
O 3.926 3.539 -8.071
C 3.853 2.197 -8.450
H 5.687 1.963 -9.499
H 4.237 1.267 -10.238
H 3.565 3.535 -11.005
H 5.186 3.723 -11.199
H 3.798 5.172 -9.314
H 5.427 4.677 -8.842
H 2.821 2.016 -8.751
H 4.157 1.586 -7.600
```

HOMO energy = -9.311 eV
energy relative to the best compared isomer or geometry (same formula, charge and spin) = 323.17 kJ/mol



DFT (the ωB97M-V functional and the def2-TZVPD basis) results for a molecular structure, CHNNaSbSe4.

```
9
CHNNaSbSe4, DFT the ωB97M-V functional and the def2-TZVPD basis
Na 0.310 0.238 -0.062
N -0.263 -0.121 3.443
C -0.332 0.008 2.302
H -0.178 -0.234 4.433
Se 5.121 1.400 -3.680
Sb 4.936 0.054 -1.682
Se 5.394 -2.144 -2.646
Se 6.907 0.667 -0.394
Se 2.813 0.139 -0.609
```

HOMO energy (spin up / spin down) = -7.589 / -7.562 eV



Max |F|, record by record: 3.48; 7.05; 4.85; 2.55; 3.87; 1.02 eV/A